DFT (the ωB97M-V functional and the def2-TZVPD basis) results for 3 unconnected molecules or ions with the total composition C24H48BF9O2Si.

## Properties
E_HOMO, Ha: -0.35392
HOMO-LUMO gap, eV: 10.1095
SMILES: CCCCC[Si@@](OCC)(B(C)O)C(F)(F)C(F)(F)C(F)(F)C(F)(F)F.CCCCCC.CCCCCC

Each line ends with the Mulliken charge.
CARTESIAN COORDINATES (ANGSTROEM)
C 0.342 3.506 -0.332  -0.9679
C 1.573 3.266 -1.230  0.5198
C 1.292 3.503 -2.730  -1.1881
C 1.195 2.185 -3.549  0.4117
C -0.227 1.993 -4.130  -0.9699
Si -0.784 0.177 -4.137  -0.0318
O 0.242 -0.614 -5.196  -0.6230
C 0.989 -1.695 -4.654  -0.2763
C 2.219 -1.231 -3.895  -0.3931
B -0.715 -0.445 -2.240  0.8925
C -1.063 -1.918 -1.742  -1.5015
O -0.319 0.436 -1.278  -0.1191
C -2.547 0.198 -4.953  0.8553
F -2.601 -0.825 -5.839  -0.3551
F -2.678 1.314 -5.683  -0.3199
C -3.768 0.014 -4.050  0.6069
F -4.828 -0.166 -4.869  -0.3366
F -3.702 -1.091 -3.347  -0.2756
C -4.165 1.223 -3.197  0.6375
F -3.162 1.669 -2.435  -0.2216
F -4.538 2.210 -3.979  -0.3015
C -5.375 0.965 -2.247  0.4578
F -6.471 0.732 -2.887  -0.2304
F -5.550 2.096 -1.579  -0.2687
F -5.114 0.050 -1.361  -0.2174
H 0.340 4.500 0.101  0.4815
H -0.580 3.314 -0.865  0.0790
H 0.379 2.780 0.478  0.0704
H 1.888 2.245 -1.053  -0.5883
H 2.365 3.944 -0.923  0.4772
H 0.366 4.062 -2.812  0.4389
H 2.058 4.136 -3.167  0.4031
H 1.882 2.264 -4.386  0.4993
H 1.531 1.349 -2.946  -0.5458
H -0.250 2.345 -5.157  0.6031
H -0.978 2.515 -3.541  0.4035
H 0.405 -2.417 -4.084  0.1283
H 1.374 -2.260 -5.501  0.4552
H 2.737 -0.461 -4.452  0.2404
H 2.886 -2.091 -3.847  0.4977
H 1.999 -0.949 -2.869  -0.3507
H -0.240 -2.366 -1.183  0.4459
H -1.980 -1.919 -1.158  0.2949
H -1.254 -2.584 -2.582  0.3543
H -0.004 -0.099 -0.532  -0.1099
C 4.923 0.588 3.369  -1.3286
C 4.167 0.884 2.077  -0.5261
C 2.787 0.233 2.019  0.4588
C 2.786 -1.296 2.066  -0.4179
C 3.589 -1.982 0.963  -0.9127
C 3.043 -1.674 -0.424  -0.5487
H 5.126 -0.478 3.484  0.2916
H 5.883 1.106 3.377  0.4061
H 4.354 0.923 4.238  0.3015
H 4.771 0.575 1.219  0.2763
H 4.041 1.966 1.985  0.4173
H 2.276 0.572 1.111  -0.5995
H 2.185 0.604 2.855  0.4407
H 1.748 -1.642 2.011  0.0171
H 3.162 -1.631 3.037  0.3670
H 3.555 -3.062 1.126  0.4186
H 4.644 -1.699 1.020  0.3362
H 1.995 -1.982 -0.496  0.0186
H 3.601 -2.209 -1.194  0.3418
H 3.105 -0.608 -0.654  0.2078
C -1.224 -0.859 2.614  -0.6797
C -2.291 -0.464 3.630  -0.6116
C -1.715 -0.082 4.992  -0.7896
C -0.956 -1.198 5.711  -0.4976
C -1.762 -2.472 5.961  -0.3983
C -2.973 -2.256 6.864  -1.2198
H -0.673 -1.746 2.932  0.3503
H -1.682 -1.084 1.648  0.1372
H -0.508 -0.045 2.467  0.1621
H -3.015 -1.276 3.735  0.2976
H -2.848 0.391 3.238  0.3758
H -2.527 0.277 5.630  0.3424
H -1.037 0.769 4.864  0.3586
H -0.598 -0.811 6.670  0.4177
H -0.059 -1.456 5.140  0.1380
H -1.105 -3.209 6.429  0.3837
H -2.086 -2.910 5.013  0.2439
H -2.670 -1.849 7.831  0.2966
H -3.487 -3.201 7.045  0.3808
H -3.695 -1.571 6.416  0.2837

Cartesian forces (eV/Å) of the 2 atoms listed first:
0.55 -0.48 0.04
-0.60 0.61 -0.15

***

DFT (the ωB97M-V functional and the def2-TZVPD basis) results for a molecular structure, C24H48BO36S8.

## Properties
E_HOMO (spin up / spin down), Ha: -0.39208 / -0.39208
Multiplicity: 2
HOMO-LUMO gap (spin up / spin down), eV: 7.1350 / 3.3792

Each line ends with the Löwdin spin population.
CARTESIAN COORDINATES (ANGSTROEM)
O 3.248 1.934 1.406  0.6045
C 2.217 1.462 0.942  0.0637
O 1.396 0.576 1.598  0.0623
B 0.210 0.312 0.793  0.0070
O 0.242 1.345 -0.246  0.0657
C 1.461 1.955 -0.371  0.0621
O 1.918 2.634 -1.269  0.0969
O -1.043 0.360 1.577  0.0027
C -1.849 -0.522 1.165  0.0003
O -3.028 -0.637 1.403  0.0014
C -1.021 -1.458 0.193  0.0001
O 0.207 -1.045 0.189  0.0007
O -1.517 -2.399 -0.431  0.0006
C -1.391 -1.178 -3.681  0.0000
C -1.739 -0.660 -5.021  0.0000
O -0.654 -0.991 -5.858  0.0000
S 0.005 -2.449 -5.391  0.0000
O 1.483 -2.305 -5.366  0.0000
O -0.611 -3.576 -6.109  0.0000
O -0.690 -2.366 -3.834  0.0000
H -2.219 -1.426 -3.017  0.0000
H -0.754 -0.480 -3.137  0.0000
H -1.998 0.399 -5.032  0.0000
H -2.597 -1.281 -5.280  0.0000
C -3.940 0.138 3.915  0.0000
C -4.556 -1.303 3.887  0.0000
O -5.269 -1.449 5.082  0.0000
S -5.542 0.024 5.840  0.0000
O -5.697 -0.235 7.293  0.0000
O -6.535 0.778 5.010  0.0000
O -4.047 0.486 5.333  0.0000
H -4.435 0.878 3.285  0.0000
H -2.887 0.014 3.662  0.0000
H -3.754 -2.038 3.833  0.0000
H -5.216 -1.362 3.021  0.0000
C -0.280 -3.520 2.673  0.0000
C 0.421 -4.528 3.559  0.0000
O 1.305 -3.749 4.375  0.0001
S 1.490 -2.229 3.700  0.0002
O 2.463 -2.232 2.627  0.0006
O 1.541 -1.165 4.689  0.0001
O 0.026 -2.203 3.079  0.0001
H -1.356 -3.674 2.595  0.0000
H 0.085 -3.670 1.656  0.0000
H 1.002 -5.235 2.966  0.0000
H -0.257 -5.049 4.236  0.0000
C 3.094 0.003 -3.576  0.0000
C 2.095 1.048 -4.198  0.0005
O 3.035 1.987 -4.659  0.0001
S 4.392 1.287 -5.233  0.0000
O 5.509 2.232 -5.285  0.0000
O 4.140 0.466 -6.413  0.0000
O 4.439 0.220 -4.003  0.0000
H 3.036 -1.026 -3.932  0.0000
H 2.947 -0.048 -2.497  0.0000
H 1.451 1.489 -3.437  0.0005
H 1.567 0.727 -5.095  0.0001
O -4.886 2.261 -3.144  0.0000
S -4.279 2.578 -1.810  0.0000
O -4.003 1.523 -0.879  0.0001
O -2.963 3.552 -1.973  0.0001
C -2.278 3.873 -0.819  0.0003
C -1.118 4.736 -1.383  0.0005
C -5.473 3.692 -0.851  0.0000
H -1.841 3.023 -0.296  0.0003
H -2.867 4.636 -0.309  0.0000
H -0.565 5.302 -0.634  0.0000
H -1.594 5.500 -1.998  0.0000
H -0.402 4.161 -1.970  0.0004
H -5.513 4.616 -1.426  0.0000
H -5.096 3.690 0.172  0.0000
H -6.462 3.234 -0.868  0.0000
O -1.857 -8.024 -3.545  0.0000
S -3.193 -8.169 -2.973  0.0000
O -3.654 -9.258 -2.134  0.0000
O -3.583 -6.752 -2.215  0.0000
C -2.696 -6.295 -1.279  0.0000
C -3.320 -5.105 -0.630  0.0000
C -4.410 -8.155 -4.328  0.0000
H -1.676 -6.340 -1.661  0.0000
H -2.689 -7.147 -0.598  0.0000
H -3.710 -4.547 -1.482  0.0000
H -2.562 -4.484 -0.154  0.0000
H -4.163 -5.363 0.012  0.0000
H -3.913 -7.502 -5.045  0.0000
H -5.422 -7.861 -4.050  0.0000
H -4.434 -9.080 -4.905  0.0000
O 6.338 2.747 0.721  0.0023
S 6.567 3.670 -0.441  0.0002
O 7.301 4.866 -0.303  0.0001
O 7.471 2.829 -1.556  0.0003
C 7.393 1.423 -1.631  0.0000
C 8.140 1.103 -2.985  0.0000
C 5.029 4.058 -1.357  0.0025
H 6.417 0.940 -1.674  0.0000
H 7.910 0.999 -0.770  0.0000
H 7.658 1.431 -3.906  0.0000
H 8.168 0.024 -3.138  0.0000
H 9.117 1.583 -2.916  0.0000
H 4.720 3.297 -2.074  0.0000
H 5.038 5.079 -1.738  0.0001
H 4.275 4.124 -0.572  0.0011
O 2.851 1.526 4.334  0.0162
S 1.983 2.119 5.337  0.0003
O 1.919 1.657 6.741  0.0048
O 1.926 3.844 5.255  -0.0001
C 1.482 4.526 6.389  0.0000
C 1.220 5.991 6.024  0.0000
C 0.300 1.741 4.730  -0.0001
H 2.188 4.477 7.219  0.0000
H 0.562 4.071 6.756  0.0000
H 2.148 6.549 5.897  0.0000
H 0.502 6.446 6.706  0.0000
H 0.560 6.148 5.171  0.0000
H 0.055 2.657 4.193  0.0000
H -0.457 1.623 5.505  0.0000
H 0.306 0.891 4.047  0.0001

Cartesian forces (eV/Å) of the 2 atoms listed first:
-1.56 -0.78 -1.23
-0.76 -1.78 4.29